(1)
Below is a 2-piece molecular cluster, C4H7NO overall, with properties calculated with the ωB97M-V functional and the def2-TZVPD basis.

Last column: natural (NBO) charge in e.
Cartesian coordinates (Å):
O  2.165  -1.930  -0.169  -0.59
C  1.805  -0.833  -0.538  0.52
N  1.582  0.225  0.290  -0.82
C  -0.608  1.145  -0.188  0.13
C  -1.489  0.481  0.824  -0.60
C  -1.450  -0.030  -0.573  -0.60
H  1.601  -0.588  -1.597  0.12
H  1.677  0.091  1.287  0.40
H  1.279  1.132  -0.064  0.43
H  -1.031  -0.147  1.585  0.25
H  -2.290  1.114  1.200  0.25
H  -2.216  0.215  -1.306  0.25
H  -0.983  -0.999  -0.732  0.26

Energy above the lowest of the compared OMol25 structures with the same formula, charge and spin ... 114.7 kcal per mole
2S+1 ... 1
HOMO ... -9.348 eV
LUMO level ... -0.3 eV



(2)
Below is a 7-piece molecular cluster, C25H39N6O11 overall at a distorted geometry, with properties calculated with the ωB97M-V functional and the def2-TZVPD basis.

Last column: Mulliken charge in e.
Cartesian coordinates (Å):
C  -0.709  -0.749  -0.848  0.64
O  -0.307  0.457  -1.045  -0.58
O  -1.688  -0.861  0.096  -0.48
O  -0.237  -1.701  -1.522  -0.72
H  -2.053  -0.060  0.467  0.24
C  2.432  -2.407  0.270  -0.15
C  2.809  -1.059  -0.291  -0.09
C  4.249  -0.488  0.077  -0.12
C  5.222  -1.321  0.817  -0.02
C  4.748  -2.731  1.501  -0.68
C  3.259  -3.181  1.138  -0.40
N  6.576  -0.870  0.987  0.86
O  6.985  0.057  0.182  -0.57
O  7.176  -1.249  1.948  -0.55
H  1.502  -2.734  -0.196  0.30
H  2.152  -0.386  -0.903  0.28
H  4.429  0.693  -0.335  0.25
H  5.413  -3.358  1.928  0.52
H  2.966  -4.174  1.620  0.31
C  -3.052  1.498  2.531  0.47
C  -4.283  1.011  3.079  -0.60
C  -5.441  0.568  2.091  -0.53
C  -5.225  0.886  0.607  -0.06
C  -3.870  1.411  0.181  -0.21
C  -2.837  1.874  1.123  -0.03
N  -6.274  0.613  -0.240  0.92
O  -5.962  0.343  -1.443  -0.58
O  -7.353  0.575  0.155  -0.60
H  -2.326  2.184  3.217  0.16
H  -4.328  0.803  4.206  0.35
H  -6.478  0.287  2.329  0.41
H  -3.914  1.691  -0.898  0.35
H  -1.934  2.345  0.727  0.01
C  2.242  1.135  -5.578  -0.04
O  2.910  1.323  -6.697  -0.66
N  0.880  0.992  -5.532  0.09
C  0.160  0.638  -4.164  -0.60
C  0.130  0.764  -6.679  -0.76
H  2.714  1.162  -4.628  0.44
H  -0.782  0.045  -4.422  0.31
H  0.024  1.557  -3.630  0.22
H  0.857  0.051  -3.543  0.16
H  0.290  1.622  -7.244  0.30
H  -0.950  0.490  -6.477  0.33
H  0.953  -0.078  -7.283  0.20
C  0.467  1.731  4.889  -0.17
O  -0.728  1.536  5.028  -0.58
N  1.091  1.298  3.774  0.04
C  2.440  1.807  3.478  -0.67
C  0.364  0.759  2.595  -0.22
H  1.065  2.188  5.413  0.67
H  2.284  2.868  3.233  0.30
H  2.777  1.279  2.580  0.14
H  3.233  1.844  4.220  0.35
H  -0.515  -0.045  2.764  0.24
H  1.065  0.102  2.011  0.19
H  -0.318  1.517  1.938  -0.25
C  0.295  4.830  1.978  0.24
O  -0.012  5.955  2.535  -0.74
N  0.369  4.842  0.621  0.08
C  0.685  3.576  -0.077  -0.99
C  0.056  5.972  -0.185  -0.88
H  0.446  3.878  2.422  0.22
H  1.130  3.932  -1.024  0.21
H  -0.259  3.296  -0.124  0.52
H  1.389  3.093  0.580  0.30
H  0.838  6.059  -0.877  0.34
H  -0.340  7.012  0.221  0.23
H  -0.781  5.520  -0.725  0.35
C  -2.876  -6.727  -0.210  -0.05
O  -3.249  -7.899  -0.151  -0.64
N  -1.668  -6.332  -0.388  0.12
C  -1.369  -4.883  -0.446  -1.15
C  -0.503  -7.138  -0.562  -0.92
H  -3.676  -6.074  -0.093  0.45
H  -2.068  -4.564  -1.037  0.62
H  -0.420  -4.419  -0.662  0.01
H  -1.772  -4.267  0.318  0.60
H  -0.511  -7.870  -1.435  0.27
H  -0.388  -7.765  0.308  0.33
H  0.383  -6.583  -0.590  0.34

Energy above the lowest of the compared OMol25 structures with the same formula, charge and spin ... 19.0 kcal per mole
2S+1 ... 1
Charge ... -1
HOMO ... -5.898 eV
LUMO level ... 0.8 eV